Entry 1:
Here is the molecule C11H14N6 at a distorted geometry from the OMol25 dataset. Energies are from ωB97M-V with the def2-TZVPD basis set.

Energy: -20573.2056 eV
HOMO-LUMO gap: 9.23 eV
SMILES string: C=CCNc1c2c(nc3nnnn13)CCCC2

Geometry as ORCA input:
```
! wB97M-V def2-TZVPD RIJCOSX def2/J DEFGRID3
* xyz 0 1
C 3.09044 3.07855 -0.06825
C 2.20918 2.11892 0.13507
C 1.05222 2.23137 1.08913
N -0.22314 1.99876 0.44269
C -0.66251 0.88642 -0.19753
N -1.69316 1.14175 -1.05268
N -2.25594 2.32381 -1.36035
N -3.18195 2.07720 -2.20039
N -3.29346 0.80500 -2.49139
C -2.36737 0.17205 -1.78741
N -2.03471 -1.10409 -1.70939
C -1.03906 -1.38847 -0.90215
C -0.31513 -0.45679 -0.11766
C 0.73810 -1.07419 0.75609
C 0.10751 -2.20801 1.57521
C -0.58139 -3.25480 0.68372
C -0.63215 -2.82042 -0.78691
H 0.35826 -2.93716 -1.23555
H -1.33406 -3.43493 -1.34837
H -1.60159 -3.41713 1.03256
H -0.05944 -4.21035 0.74479
H 0.88262 -2.67705 2.18268
H -0.62138 -1.76721 2.25804
H 1.18742 -0.35584 1.43458
H 1.53425 -1.48703 0.12847
H -0.67054 2.82946 0.07030
H 1.01597 3.23647 1.51357
H 1.17513 1.52781 1.91889
H 2.27033 1.18438 -0.40576
H 3.90641 2.96403 -0.76049
H 3.03916 4.01746 0.45851
*
```

Entry 2:
Here is the molecule C6H11NS at a distorted geometry from the OMol25 dataset. Energies are from ωB97M-V with the def2-TZVPD basis set.

Energy above the lowest of the compared OMol25 structures with the same formula, charge and spin: 3.425 eV
⟨S²⟩: 2.01
Energy: -18717.6674 eV
HOMO-LUMO gap (alpha / beta): 5.13 / 7.07 eV

Geometry as ORCA input:
```
! wB97M-V def2-TZVPD RIJCOSX def2/J DEFGRID3
* xyz 0 3
C 2.00140 -0.46273 -0.33368
C 0.96415 0.23686 -0.02002
C -0.86657 -1.33000 -1.05307
C -0.46934 -0.39074 0.09568
C 0.91285 1.69555 0.15853
C -0.81802 -0.59518 1.59314
N -1.36510 0.29006 -0.78750
S -3.01839 0.29046 -0.39078
H 2.90343 0.05518 -0.38991
H 2.26912 -1.49330 -0.13063
H -0.24033 -1.36039 -1.96715
H -1.70953 -1.94243 -0.93520
H -0.12781 2.02806 0.33448
H 1.44325 2.05827 1.11451
H 1.42960 2.30183 -0.60942
H -0.11551 -0.47926 2.50016
H -1.31217 -1.57510 1.54514
H -1.59783 0.12422 1.77272
H -3.32176 1.26111 -1.27208
*
```

Entry 3:
Here is the molecule C9H15N at a distorted geometry from the OMol25 dataset. Energies are from ωB97M-V with the def2-TZVPD basis set.

Energy above the lowest of the compared OMol25 structures with the same formula, charge and spin: 3.849 eV
Energy: -11062.6165 eV
HOMO-LUMO gap (alpha / beta): 8.20 / 7.47 eV

Geometry as ORCA input:
```
! wB97M-V def2-TZVPD RIJCOSX def2/J DEFGRID3
* xyz 0 1
C -2.04853 -0.21050 0.55788
C -0.99516 0.70275 0.35832
C 0.66007 -0.76937 0.14015
C 0.11133 0.37076 -0.71951
C -1.09719 1.77712 1.35770
C 1.31640 -0.53694 1.48860
C 0.29979 -2.22889 -0.09399
C -0.56592 -0.12274 -1.98976
C 1.15771 1.39378 -1.03675
N -2.94218 -0.96444 0.63772
H -0.98682 1.26290 2.30288
H -2.02756 2.26633 1.10838
H -0.27370 2.52071 1.22187
H 1.82216 0.40183 1.70277
H 2.14224 -1.14348 1.55816
H 0.77536 -0.85042 2.32771
H -0.72236 -2.39725 -0.46433
H 0.38055 -2.83604 0.78822
H 0.94000 -2.62791 -0.99069
H -1.28702 -0.91545 -1.80785
H 0.11804 -0.63367 -2.75682
H -1.12766 0.71213 -2.34771
H 1.97171 0.95223 -1.78287
H 1.64484 1.69155 -0.05207
H 0.73387 2.18499 -1.50801
*
```

Entry 4:
Here is a structure of composition C15H31MgNO11 at a distorted geometry from the OMol25 dataset. Energies are from ωB97M-V with the def2-TZVPD basis set.

Energy above the lowest of the compared OMol25 structures with the same formula, charge and spin: 7.740 eV
Energy: -45505.7945 eV
HOMO-LUMO gap: 4.10 eV

Geometry as ORCA input:
```
! wB97M-V def2-TZVPD RIJCOSX def2/J DEFGRID3
* xyz 0 1
Mg 25.73442 19.28458 6.57483
C 29.09219 19.49456 1.99483
C 28.46651 18.42402 2.88444
O 28.01454 18.87593 4.10736
H 29.55730 18.90801 1.20254
H 29.89416 20.08380 2.43953
H 28.35903 20.25718 1.73216
H 29.28388 17.78855 3.22529
H 27.68435 17.89571 2.33927
C 24.06015 23.14855 10.24944
C 25.40088 22.52416 9.79712
O 25.23208 21.26401 9.22583
H 23.60753 22.46279 10.96565
H 23.37548 23.44242 9.45384
H 24.23739 24.07515 10.79542
H 25.98744 22.47807 10.71469
H 25.92609 23.27272 9.20390
C 21.99700 24.76963 4.52466
O 22.47347 23.49177 4.67328
C 23.80747 23.19080 4.76302
O 24.16355 22.11188 5.15034
O 24.57651 24.22701 4.27877
C 25.97345 24.32708 4.42372
H 22.36975 25.11602 3.56073
H 22.34761 25.48586 5.26776
H 20.92688 24.75849 4.31778
H 26.34955 25.28186 4.05624
H 26.44023 23.52076 3.85798
H 26.23944 24.34414 5.48063
C 22.23805 15.49066 4.43455
O 21.86441 15.85055 5.70742
C 22.24420 16.89516 6.35585
O 23.19429 17.59773 5.94512
O 21.25663 17.23252 7.31341
C 21.37363 18.51231 7.91113
H 21.98625 16.30435 3.75440
H 21.87245 14.51116 4.12632
H 23.31630 15.34339 4.49597
H 20.45408 18.82850 8.40363
H 21.49475 19.32295 7.19259
H 22.15724 18.62069 8.66099
C 28.32798 14.20866 7.59408
O 27.69651 14.29379 8.86171
C 27.06108 15.46038 9.19591
O 26.63152 16.38706 8.48864
O 27.03392 15.43896 10.50238
C 26.17390 16.30166 11.21127
H 29.20068 14.86171 7.60059
H 27.66727 14.64006 6.84211
H 28.54141 13.20926 7.21497
H 26.07485 15.82231 12.18519
H 25.22659 16.42013 10.68526
H 26.47646 17.34341 11.31775
C 30.11129 20.46866 8.38036
C 31.55165 20.61258 8.23413
N 32.67797 20.66202 8.11711
H 29.91139 19.39764 8.41264
H 29.64059 20.94194 7.51865
H 29.90052 20.89346 9.36180
*
```

Entry 5:
Here is a structure of composition C10H24IO8PSi2 at a distorted geometry from the OMol25 dataset. Energies are from ωB97M-V with the def2-TZVPD basis set.

Energy above the lowest of the compared OMol25 structures with the same formula, charge and spin: 0.000 eV
Energy: -60288.9679 eV
HOMO-LUMO gap: 10.02 eV

Geometry as ORCA input:
```
! wB97M-V def2-TZVPD RIJCOSX def2/J DEFGRID3
* xyz 0 1
C -3.44185 -3.13907 1.70016
C -3.85091 -2.44378 0.40869
O -2.78677 -2.24773 -0.49096
C -1.75196 -1.45378 0.02737
C -1.16713 -0.60867 -1.08282
O 0.26572 -0.59430 -0.93260
Si 1.09127 0.36319 -1.99474
O 1.97074 1.52945 -1.23928
Si 1.56507 1.99195 0.32118
C 1.74560 0.61308 1.57327
C 2.90238 -0.35164 1.26196
C 3.41760 -1.06341 2.51573
I 2.87584 -3.13519 2.50817
C -0.16455 2.72822 0.46358
C -0.69111 3.41841 -0.77502
O -1.69245 4.41390 -0.41173
C -2.77997 3.87414 0.15662
O -3.39581 4.39590 1.08104
P 2.58583 -0.83047 -3.17923
O 3.24856 0.09426 -4.09016
O 1.86627 -2.00378 -3.98181
O 3.58155 -1.61371 -2.18317
H -2.68957 -3.88895 1.49379
H -3.00136 -2.42227 2.38125
H -4.29014 -3.60201 2.17802
H -4.29403 -1.48003 0.66012
H -4.61056 -3.03182 -0.08265
H -2.13522 -0.80326 0.80923
H -0.94855 -2.06435 0.42996
H -1.53301 0.40662 -0.96772
H -1.47447 -0.98476 -2.04866
H 0.19782 1.00228 -2.97488
H 2.54175 3.03601 0.69691
H 1.95972 1.09944 2.52107
H 0.81714 0.07785 1.71593
H 3.70406 0.22210 0.81421
H 2.52455 -1.09074 0.56923
H 3.02230 -0.63403 3.41722
H 4.49046 -1.00023 2.56366
H -0.10268 3.48721 1.23448
H -0.83281 1.96068 0.84304
H 0.07540 3.99182 -1.26272
H -1.17417 2.74175 -1.46961
H -3.16213 2.94812 -0.30156
H 1.85939 -2.83010 -3.48937
H 3.66221 -1.07830 -1.38717
*
```

Entry 6:
Here is a cluster of 3 separate species, C4H10FN2O in total at a distorted geometry from the OMol25 dataset. Energies are from ωB97M-V with the def2-TZVPD basis set.

Energy above the lowest of the compared OMol25 structures with the same formula, charge and spin: 0.000 eV
Energy: -12046.5538 eV
HOMO-LUMO gap: 9.59 eV

Geometry as ORCA input:
```
! wB97M-V def2-TZVPD RIJCOSX def2/J DEFGRID3
* xyz 1 1
C 0.69236 -1.10496 -2.18673
C -1.40948 1.71552 0.68193
C 1.00042 2.37817 1.18482
C -0.12912 1.46317 0.74108
N -0.48222 -1.42078 -1.91940
N 1.83667 -1.28246 -2.55023
O -1.33323 -2.13800 0.31792
F 0.35456 0.42678 0.04945
H -1.81614 2.62444 1.04799
H -2.15361 1.11694 0.17109
H -1.62737 -1.38125 0.79969
H 1.77797 2.30471 0.47854
H 0.62030 3.35568 1.39540
H 1.51521 1.96337 2.08851
H -1.22607 -0.81879 -2.28978
H -0.67944 -1.86867 -0.86289
H 2.81751 -0.99544 -2.45612
H -0.58917 -2.56434 0.74251
*
```

Which formula does entry 1 have?
C11H14N6

What did the first record say?
Here is the molecule C11H14N6 at a distorted geometry from the OMol25 dataset. Energies are from ωB97M-V with the def2-TZVPD basis set.

Energy: -20573.2056 eV
HOMO-LUMO gap: 9.23 eV
SMILES string: C=CCNc1c2c(nc3nnnn13)CCCC2

Geometry as ORCA input:
```
! wB97M-V def2-TZVPD RIJCOSX def2/J DEFGRID3
* xyz 0 1
C 3.09044 3.07855 -0.06825
C 2.20918 2.11892 0.13507
C 1.05222 2.23137 1.08913
N -0.22314 1.99876 0.44269
C -0.66251 0.88642 -0.19753
N -1.69316 1.14175 -1.05268
N -2.25594 2.32381 -1.36035
N -3.18195 2.07720 -2.20039
N -3.29346 0.80500 -2.49139
C -2.36737 0.17205 -1.78741
N -2.03471 -1.10409 -1.70939
C -1.03906 -1.38847 -0.90215
C -0.31513 -0.45679 -0.11766
C 0.73810 -1.07419 0.75609
C 0.10751 -2.20801 1.57521
C -0.58139 -3.25480 0.68372
C -0.63215 -2.82042 -0.78691
H 0.35826 -2.93716 -1.23555
H -1.33406 -3.43493 -1.34837
H -1.60159 -3.41713 1.03256
H -0.05944 -4.21035 0.74479
H 0.88262 -2.67705 2.18268
H -0.62138 -1.76721 2.25804
H 1.18742 -0.35584 1.43458
H 1.53425 -1.48703 0.12847
H -0.67054 2.82946 0.07030
H 1.01597 3.23647 1.51357
H 1.17513 1.52781 1.91889
H 2.27033 1.18438 -0.40576
H 3.90641 2.96403 -0.76049
H 3.03916 4.01746 0.45851
*
```